Record 1
{"formula": "C25H65N8O11", "method": "wB97M-V/def2-TZVPD", "energy_ha": -2254.3562, "e_homo_ev": -16.114, "lumo_energy_ev": -11.092, "charge": 7, "relative_energy_kcal_mol": 0.0, "elements": ["C", "C", "O", "N", "H", "H", "C", "H", "H", "H", "H", "H", "H", "C", "C", "O", "N", "H", "H", "C", "H", "H", "H", "H", "H", "H", "C", "C", "O", "N", "H", "H", "C", "H", "H", "H", "H", "H", "H", "C", "C", "O", "N", "H", "H", "C", "H", "H", "H", "H", "H", "H", "C", "C", "O", "N", "H", "H", "C", "H", "H", "H", "H", "H", "H", "C", "C", "O", "N", "H", "H", "C", "H", "H", "H", "H", "H", "H", "C", "C", "O", "N", "H", "H", "C", "H", "H", "H", "H", "H", "H", "C", "C", "O", "N", "H", "H", "C", "H", "H", "H", "H", "H", "H", "O", "C", "O", "O", "H"], "positions_angstrom": [[-6.545, -0.052, -3.259], [-7.995, -0.508, -3.337], [-8.485, -1.367, -2.645], [-8.904, 0.513, -4.057], [-8.506, 1.439, -4.121], [-9.087, 0.111, -4.965], [-10.261, 0.687, -3.316], [-6.045, 0.267, -4.174], [-6.005, -0.982, -3.082], [-6.323, 0.553, -2.380], [-10.718, 1.478, -3.910], [-10.260, 1.178, -2.343], [-10.925, -0.144, -3.551], [2.602, 8.370, -0.140], [2.069, 9.256, 0.947], [1.824, 8.878, 2.094], [1.784, 10.705, 0.534], [2.226, 10.843, -0.364], [0.804, 10.926, 0.427], [2.286, 11.762, 1.574], [3.132, 8.943, -0.901], [1.753, 7.913, -0.649], [3.239, 7.568, 0.233], [2.373, 12.747, 1.116], [3.286, 11.544, 1.949], [1.493, 11.804, 2.321], [-5.726, 9.410, 1.192], [-4.798, 8.160, 1.177], [-3.875, 7.930, 1.937], [-5.102, 7.104, 0.103], [-5.806, 6.449, 0.412], [-5.558, 7.511, -0.702], [-3.896, 6.282, -0.417], [-6.742, 9.168, 1.503], [-5.860, 9.867, 0.212], [-5.332, 10.147, 1.891], [-4.271, 5.480, -1.053], [-3.288, 5.861, 0.385], [-3.270, 6.908, -1.052], [2.696, 0.129, -6.667], [2.858, 0.014, -8.211], [2.751, 0.950, -8.965], [2.801, -1.373, -8.831], [2.651, -2.031, -8.079], [2.039, -1.499, -9.481], [4.191, -1.704, -9.469], [2.001, -0.617, -6.283], [2.361, 1.153, -6.502], [3.655, -0.065, -6.186], [4.309, -2.639, -10.017], [4.856, -1.854, -8.618], [4.520, -0.860, -10.075], [8.050, -0.821, 5.421], [6.653, -0.511, 4.994], [5.672, -1.224, 5.232], [6.316, 0.840, 4.384], [7.198, 1.196, 4.044], [5.557, 0.776, 3.721], [5.842, 1.850, 5.446], [8.101, -1.615, 6.165], [8.425, 0.084, 5.898], [8.768, -0.827, 4.600], [6.637, 1.800, 6.190], [4.912, 1.420, 5.818], [5.565, 2.858, 5.137], [-0.965, -10.342, 2.224], [0.057, -9.470, 2.820], [0.270, -9.369, 4.017], [0.833, -8.562, 1.863], [1.588, -9.057, 1.410], [0.162, -8.396, 1.126], [1.113, -7.170, 2.407], [-1.850, -9.806, 1.880], [-1.235, -11.194, 2.848], [-0.548, -10.684, 1.277], [1.827, -7.149, 3.231], [0.218, -6.627, 2.710], [1.554, -6.683, 1.537], [-6.256, -3.588, 3.363], [-6.918, -4.332, 4.503], [-6.506, -5.350, 5.022], [-8.059, -3.528, 5.119], [-7.706, -2.868, 5.798], [-8.389, -2.909, 4.393], [-9.249, -4.415, 5.629], [-6.990, -3.030, 2.781], [-5.565, -4.197, 2.780], [-5.676, -2.725, 3.691], [-9.859, -4.965, 4.912], [-10.069, -3.845, 6.064], [-9.022, -5.181, 6.370], [8.323, -7.155, -1.445], [8.598, -5.700, -0.980], [9.019, -5.442, 0.112], [8.450, -4.530, -2.007], [9.210, -4.505, -2.672], [7.689, -4.820, -2.604], [8.088, -3.193, -1.349], [7.248, -7.268, -1.588], [8.718, -7.652, -0.559], [8.930, -7.463, -2.296], [7.829, -2.419, -2.071], [8.962, -2.943, -0.747], [7.187, -3.433, -0.784], [0.291, 0.872, -0.739], [0.810, 0.033, 0.148], [1.978, 0.381, 0.455], [0.161, -0.868, 0.686], [1.071, 1.410, -0.588]], "forces_ev_per_angstrom": [[0.48, -1.98, -0.59], [0.42, 0.11, 3.01], [0.62, 1.85, -2.35], [-1.52, -1.18, 2.18], [0.63, 0.08, -0.37], [-0.25, 0.23, -0.75], [-0.72, 1.18, -2.33], [-0.60, 0.71, -0.05], [0.02, -0.15, 0.34], [-0.43, 0.33, -0.20], [-0.11, 0.15, -0.25], [0.77, -1.06, 0.27], [0.49, -0.33, 0.90], [0.01, 0.61, -0.41], [-0.76, -2.31, 3.84], [0.65, 2.08, -3.92], [1.29, 0.67, 1.15], [0.20, 0.30, -0.41], [-0.59, -0.36, -0.10], [-0.29, 0.10, -0.24], [0.16, -0.06, 0.00], [-0.16, -0.06, 0.01], [-0.15, 0.26, 0.26], [-0.33, -0.21, -0.46], [-0.35, -0.58, 0.08], [0.51, -0.16, 0.22], [0.52, -0.93, -0.19], [1.52, 1.22, 2.68], [-2.57, 0.31, -2.54], [1.20, -0.88, -0.79], [-0.28, -0.34, 0.82], [-0.05, 0.68, -0.43], [-0.09, 0.23, -0.14], [0.00, -0.39, 0.21], [0.35, -0.09, -0.18], [0.14, -0.24, -0.06], [-0.24, 0.08, 0.22], [-0.44, 0.29, 0.20], [-0.20, 0.24, 0.26], [0.74, -0.51, -1.45], [-2.20, 2.82, -0.36], [0.83, -2.14, 1.24], [2.17, -0.86, -0.07], [-0.11, -0.46, 0.20], [-0.36, 0.44, -0.59], [0.35, 0.19, 0.69], [-0.19, 0.11, -0.11], [0.08, -0.24, 0.15], [0.07, 0.19, 0.07], [-1.10, 0.06, -0.18], [0.03, 0.45, 0.05], [-0.29, -0.06, 0.10], [0.15, 1.79, -0.17], [-3.89, -3.40, 1.80], [3.05, 2.44, -1.13], [0.63, 1.12, 1.08], [0.03, 0.39, -1.04], [0.06, -0.42, -0.81], [-0.33, -1.35, 0.91], [-0.11, -0.17, -0.59], [-0.04, 0.26, 0.57], [-0.14, -0.84, -0.26], [-0.37, 0.53, 0.20], [0.23, -0.12, 0.34], [0.76, -0.21, -0.76], [0.35, -0.34, -1.54], [-0.13, -0.16, 4.98], [0.08, 0.24, -3.49], [-1.75, 0.76, 0.81], [0.83, -0.06, 0.21], [-0.24, -0.02, -0.67], [1.18, 0.11, -0.55], [-0.16, 0.30, 0.42], [0.13, 0.32, 0.10], [0.00, -0.58, -0.16], [-0.14, -0.51, -0.12], [-0.20, -0.61, -0.16], [0.02, 0.37, 0.26], [-0.46, 0.52, 0.04], [3.06, -1.86, 0.95], [-1.95, 2.71, -1.24], [-1.88, -1.94, -0.25], [0.24, -0.17, 1.05], [-0.55, 0.08, -0.44], [-1.12, -0.07, 0.78], [-0.22, -0.63, -0.60], [-0.49, -0.16, 0.05], [0.32, -0.17, 0.86], [1.11, 0.21, -1.23], [0.70, 0.94, 0.26], [1.09, 0.46, -0.03], [0.49, 1.79, 0.77], [1.78, -1.11, 1.54], [-1.07, 0.45, -2.02], [-1.33, 0.12, 0.21], [1.01, 0.21, 0.10], [-0.61, -0.06, -0.27], [0.32, -0.95, -0.11], [0.12, -0.37, -0.11], [-0.49, -0.55, -0.20], [-0.25, 0.21, -0.22], [0.39, -0.31, -0.23], [-0.44, 0.21, 0.14], [0.32, 0.27, 0.36], [-1.72, 0.93, -1.62], [0.49, -2.31, 3.32], [1.62, 0.15, 0.19], [-0.77, -0.47, -0.78], [0.46, 1.66, -1.16]]}

Record 2
{"formula": "C25H66BF6O9", "method": "wB97M-V/def2-TZVPD", "energy_ha": -2293.3462, "e_homo_ev": -6.055, "lumo_energy_ev": 1.590, "charge": -1, "elements": ["C", "C", "C", "C", "C", "B", "C", "F", "F", "F", "C", "F", "F", "F", "H", "H", "H", "H", "H", "H", "H", "H", "H", "H", "H", "H", "C", "C", "O", "H", "H", "H", "H", "H", "H", "C", "C", "O", "H", "H", "H", "H", "H", "H", "C", "C", "O", "H", "H", "H", "H", "H", "H", "C", "C", "O", "H", "H", "H", "H", "H", "H", "C", "C", "O", "H", "H", "H", "H", "H", "H", "C", "C", "O", "H", "H", "H", "H", "H", "H", "C", "C", "O", "H", "H", "H", "H", "H", "H", "C", "C", "O", "H", "H", "H", "H", "H", "H", "C", "C", "O", "H", "H", "H", "H", "H", "H"], "positions_angstrom": [[-3.027, -0.194, 1.771], [-2.807, -0.197, 0.242], [-2.285, -1.548, -0.289], [-0.749, -1.634, -0.278], [-0.212, -3.070, -0.195], [1.398, -3.305, -0.425], [2.323, -2.013, -0.102], [2.055, -1.424, 1.102], [3.663, -2.281, -0.046], [2.237, -0.981, -1.005], [1.666, -3.811, -1.942], [1.310, -5.119, -2.141], [0.979, -3.134, -2.922], [2.972, -3.746, -2.352], [-2.427, -1.000, 2.211], [-4.076, -0.337, 2.030], [-2.685, 0.744, 2.215], [-2.056, 0.567, -0.005], [-3.727, 0.095, -0.273], [-2.679, -2.351, 0.348], [-2.654, -1.693, -1.312], [-0.366, -1.132, -1.174], [-0.393, -1.063, 0.591], [-0.748, -3.654, -0.962], [-0.534, -3.495, 0.766], [1.797, -4.192, 0.308], [5.194, -2.273, -3.804], [5.733, -1.580, -5.036], [6.944, -2.181, -5.513], [5.937, -2.262, -3.007], [4.287, -1.792, -3.440], [4.950, -3.315, -4.019], [5.989, -0.542, -4.824], [4.979, -1.585, -5.831], [6.747, -3.103, -5.707], [-4.308, 4.681, 1.879], [-5.166, 3.436, 1.766], [-4.764, 2.425, 2.676], [-3.260, 4.437, 1.703], [-4.617, 5.441, 1.158], [-4.385, 5.103, 2.885], [-5.082, 2.986, 0.777], [-6.222, 3.695, 1.931], [-4.821, 2.778, 3.570], [7.993, -0.374, -1.814], [7.748, 0.901, -1.032], [8.511, 2.000, -1.534], [9.052, -0.635, -1.796], [7.418, -1.200, -1.395], [7.697, -0.252, -2.859], [8.055, 0.782, 0.006], [6.683, 1.151, -1.038], [8.251, 2.139, -2.451], [-6.739, 7.086, 6.178], [-6.103, 6.249, 5.084], [-4.738, 5.947, 5.359], [-6.193, 8.017, 6.320], [-7.777, 7.318, 5.933], [-6.726, 6.546, 7.129], [-6.108, 6.789, 4.137], [-6.664, 5.318, 4.939], [-4.708, 5.455, 6.185], [-8.525, -0.242, 0.777], [-7.299, 0.482, 1.306], [-6.186, 0.371, 0.435], [-8.299, -1.295, 0.610], [-9.357, -0.169, 1.481], [-8.848, 0.188, -0.175], [-6.970, 0.046, 2.249], [-7.531, 1.537, 1.494], [-6.415, 0.766, -0.413], [-4.722, 0.511, 7.121], [-4.534, -0.464, 5.971], [-3.795, 0.093, 4.898], [-5.221, 1.416, 6.770], [-5.321, 0.069, 7.919], [-3.756, 0.801, 7.542], [-5.500, -0.741, 5.548], [-4.053, -1.381, 6.330], [-2.916, 0.326, 5.216], [-6.720, 9.709, 10.558], [-6.420, 8.733, 9.437], [-5.620, 9.311, 8.412], [-7.222, 10.594, 10.166], [-7.359, 9.250, 11.314], [-5.798, 10.033, 11.046], [-7.342, 8.420, 8.946], [-5.933, 7.835, 9.834], [-4.785, 9.586, 8.805], [7.358, -4.871, -8.512], [7.613, -3.647, -9.368], [6.512, -2.744, -9.347], [6.463, -5.394, -8.852], [8.198, -5.564, -8.546], [7.190, -4.573, -7.473], [7.755, -3.930, -10.410], [8.518, -3.129, -9.032], [6.382, -2.473, -8.431], [10.243, -9.539, -9.543], [9.710, -8.237, -8.976], [8.816, -7.580, -9.869], [10.749, -9.361, -10.492], [10.946, -10.006, -8.852], [9.427, -10.244, -9.723], [10.524, -7.532, -8.807], [9.217, -8.414, -8.014], [8.068, -8.164, -10.028]], "forces_ev_per_angstrom": [[0.43, -0.06, -0.38], [0.24, 0.06, 0.06], [0.02, 0.26, 0.07], [-0.22, -0.04, 0.21], [-0.07, 0.11, -0.27], [-0.36, -0.19, 0.27], [0.04, 0.01, -0.13], [-0.08, 0.01, 0.18], [0.18, -0.05, 0.02], [-0.04, 0.08, -0.10], [0.06, 0.09, 0.00], [-0.03, -0.04, -0.01], [0.01, 0.07, 0.02], [0.06, -0.11, -0.07], [-0.15, 0.10, 0.07], [0.12, -0.02, 0.03], [-0.24, -0.08, 0.03], [-0.14, -0.08, -0.06], [0.02, -0.04, 0.13], [-0.11, 0.02, -0.22], [0.03, -0.23, 0.12], [0.04, 0.01, 0.13], [0.07, -0.05, -0.17], [0.05, -0.02, 0.14], [0.07, 0.07, -0.06], [0.13, 0.03, -0.07], [0.13, 0.03, -0.04], [-0.05, -0.12, 0.06], [-0.04, 0.01, -0.22], [-0.03, 0.01, 0.02], [-0.02, -0.03, 0.01], [-0.07, 0.02, 0.00], [0.00, 0.01, -0.02], [0.00, 0.07, 0.00], [0.03, -0.01, 0.14], [0.05, -0.02, 0.05], [0.00, 0.04, 0.11], [-0.13, 0.05, 0.01], [-0.01, -0.01, -0.04], [-0.01, 0.00, 0.00], [0.00, 0.05, -0.02], [0.00, -0.02, 0.00], [-0.01, 0.00, -0.07], [0.07, -0.04, -0.01], [0.08, 0.03, -0.01], [-0.04, 0.03, -0.08], [0.00, -0.02, -0.01], [-0.01, -0.01, 0.02], [-0.02, 0.01, 0.00], [-0.04, -0.03, 0.01], [0.00, 0.01, 0.01], [-0.01, -0.03, 0.04], [0.02, 0.00, 0.02], [0.06, -0.01, -0.04], [-0.02, -0.10, 0.11], [-0.06, 0.01, -0.02], [-0.01, 0.01, 0.01], [-0.01, -0.02, 0.00], [-0.04, -0.01, -0.01], [0.05, -0.01, -0.02], [-0.05, 0.04, -0.06], [0.05, 0.02, -0.02], [0.05, -0.04, -0.04], [0.01, 0.05, -0.03], [-0.07, -0.01, -0.08], [-0.01, 0.00, 0.02], [0.00, 0.01, 0.01], [-0.02, 0.02, 0.01], [0.01, 0.03, 0.01], [-0.01, -0.01, 0.05], [0.00, -0.03, 0.02], [0.01, 0.06, -0.05], [0.10, 0.00, 0.02], [-0.10, 0.11, 0.15], [-0.01, -0.01, 0.01], [0.00, -0.01, 0.00], [0.00, -0.02, 0.02], [0.00, -0.02, 0.00], [-0.04, -0.02, 0.01], [0.02, -0.05, -0.09], [0.01, 0.06, -0.05], [0.06, 0.02, 0.02], [0.00, 0.05, 0.09], [-0.01, -0.01, 0.00], [0.00, -0.01, 0.00], [0.00, -0.02, 0.02], [0.00, -0.02, -0.01], [-0.04, -0.02, 0.00], [-0.01, 0.00, -0.05], [-0.08, 0.05, 0.07], [-0.06, 0.09, 0.13], [0.02, -0.05, 0.02], [0.02, -0.01, -0.03], [-0.01, 0.01, -0.01], [0.05, -0.02, 0.01], [-0.01, 0.01, -0.01], [0.05, -0.06, -0.03], [0.01, 0.07, -0.04], [-0.01, 0.03, -0.07], [-0.07, -0.03, 0.00], [0.08, -0.11, -0.06], [0.01, 0.00, 0.01], [0.00, 0.00, 0.01], [0.01, -0.01, 0.03], [0.00, 0.01, 0.01], [0.04, 0.01, 0.02], [-0.01, 0.05, 0.01]]}

Question: Which value of charge does entry 2 give?
Answer: -1